No. 1
The following is a DFT calculation (ωB97M-V/def2-TZVPD) of a cluster of 15 separate species, C45H105N15O15 in total at a distorted geometry.

Positions of all 180 atoms, in Å:
C  -6.207  1.489  5.962
C  -5.228  1.484  4.778
O  -5.329  0.661  3.881
N  -4.398  2.544  4.774
C  -3.386  2.807  3.763
H  -5.713  1.002  6.809
H  -7.033  0.799  5.797
H  -6.590  2.469  6.234
H  -4.411  3.014  5.664
H  -3.478  2.194  2.872
H  -2.402  2.682  4.221
H  -3.464  3.872  3.536
C  4.300  1.539  0.146
C  4.886  2.034  -1.141
O  6.095  1.947  -1.364
N  4.004  2.504  -2.032
C  4.287  3.009  -3.379
H  5.005  1.685  0.965
H  4.233  0.450  0.185
H  3.316  1.979  0.306
H  3.066  2.669  -1.700
H  3.608  2.542  -4.089
H  5.336  2.851  -3.603
H  4.048  4.072  -3.315
C  -5.435  3.535  -0.351
C  -5.388  2.323  0.531
O  -4.577  1.431  0.234
N  -6.272  2.097  1.510
C  -7.433  2.938  1.741
H  -6.169  4.299  -0.121
H  -5.465  3.137  -1.360
H  -4.429  3.948  -0.246
H  -6.197  1.280  2.096
H  -7.958  2.597  2.635
H  -8.194  2.791  0.967
H  -7.279  4.012  1.816
C  4.844  -2.275  0.997
C  5.985  -2.630  0.031
O  6.474  -3.743  -0.036
N  6.275  -1.617  -0.826
C  7.362  -1.740  -1.790
H  4.784  -2.978  1.823
H  3.918  -2.031  0.481
H  5.041  -1.302  1.472
H  5.902  -0.713  -0.601
H  7.835  -2.705  -1.639
H  8.131  -1.003  -1.542
H  7.088  -1.536  -2.822
C  1.767  -5.423  4.898
C  2.360  -4.340  4.022
O  3.145  -4.594  3.124
N  1.838  -3.111  4.197
C  1.965  -2.005  3.275
H  0.676  -5.479  4.962
H  2.054  -5.398  5.952
H  2.062  -6.383  4.478
H  1.223  -3.040  4.990
H  2.213  -2.259  2.250
H  2.764  -1.397  3.693
H  1.046  -1.437  3.137
C  0.127  3.771  -3.163
C  1.117  4.242  -4.202
O  1.840  5.217  -4.000
N  1.184  3.544  -5.349
C  2.082  3.813  -6.461
H  0.567  3.700  -2.169
H  -0.136  2.729  -3.375
H  -0.754  4.407  -3.140
H  0.514  2.789  -5.479
H  1.690  4.691  -6.976
H  2.085  2.970  -7.147
H  3.090  3.925  -6.065
C  1.345  2.409  3.151
C  2.742  1.906  3.431
O  3.125  0.822  3.033
N  3.499  2.718  4.205
C  4.803  2.442  4.733
H  1.038  2.147  2.140
H  1.273  3.493  3.256
H  0.589  1.975  3.809
H  3.062  3.552  4.557
H  5.315  1.568  4.321
H  4.732  2.111  5.774
H  5.556  3.215  4.590
C  3.236  5.154  1.463
C  1.966  4.971  0.695
O  1.590  3.859  0.347
N  1.299  6.095  0.314
C  0.259  6.060  -0.685
H  3.056  5.930  2.215
H  4.003  5.627  0.845
H  3.583  4.196  1.832
H  1.687  7.024  0.338
H  -0.386  5.182  -0.634
H  0.666  6.185  -1.689
H  -0.498  6.806  -0.422
C  -0.369  -4.769  1.611
C  -1.408  -5.626  2.330
O  -1.639  -6.756  1.940
N  -1.988  -5.051  3.401
C  -2.938  -5.796  4.214
H  0.402  -5.409  1.191
H  0.067  -3.917  2.137
H  -0.868  -4.303  0.753
H  -1.711  -4.156  3.768
H  -2.387  -6.319  5.002
H  -3.618  -6.473  3.710
H  -3.536  -5.059  4.757
C  -1.136  -0.631  -4.711
C  -0.356  -0.095  -5.901
O  0.039  1.074  -5.896
N  0.000  -0.953  -6.870
C  -0.562  -2.268  -7.193
H  -1.088  0.058  -3.864
H  -0.405  -1.314  -4.258
H  -2.172  -0.856  -4.940
H  0.606  -0.584  -7.587
H  -1.089  -2.159  -8.144
H  -1.245  -2.477  -6.374
H  0.210  -3.021  -7.336
C  2.713  -4.880  -0.635
C  3.441  -6.038  -1.315
O  3.305  -7.198  -0.965
N  4.259  -5.665  -2.331
C  5.151  -6.637  -2.923
H  1.651  -4.845  -0.862
H  3.200  -3.943  -0.911
H  2.960  -5.061  0.413
H  4.117  -4.764  -2.745
H  5.819  -7.007  -2.140
H  5.807  -6.244  -3.695
H  4.612  -7.525  -3.258
C  -3.058  -5.030  -0.944
C  -2.647  -3.745  -1.635
O  -1.525  -3.622  -2.097
N  -3.574  -2.764  -1.575
C  -3.328  -1.386  -2.006
H  -3.797  -5.606  -1.509
H  -3.454  -4.867  0.059
H  -2.228  -5.730  -0.871
H  -4.437  -3.035  -1.138
H  -3.985  -0.687  -1.490
H  -3.552  -1.366  -3.075
H  -2.283  -1.147  -1.824
C  1.197  -1.355  0.030
C  0.143  -0.351  -0.399
O  -0.263  -0.218  -1.541
N  -0.378  0.360  0.641
C  -1.261  1.500  0.454
H  0.612  -1.877  0.793
H  2.122  -0.916  0.385
H  1.378  -2.052  -0.785
H  -0.344  -0.112  1.530
H  -0.779  2.379  0.021
H  -1.588  1.811  1.444
H  -2.070  1.176  -0.198
C  -3.663  1.975  -3.320
C  -3.353  3.412  -3.722
O  -3.791  4.307  -3.000
N  -2.743  3.593  -4.901
C  -2.439  4.908  -5.458
H  -2.824  1.335  -3.634
H  -4.522  1.428  -3.710
H  -3.712  1.897  -2.235
H  -2.363  2.759  -5.317
H  -3.304  5.353  -5.937
H  -1.613  4.776  -6.159
H  -1.976  5.563  -4.721
C  -2.463  -0.429  5.044
C  -2.195  -1.367  3.882
O  -1.285  -2.185  3.916
N  -3.039  -1.207  2.829
C  -2.916  -1.970  1.618
H  -3.142  -0.807  5.808
H  -2.765  0.540  4.662
H  -1.539  -0.264  5.602
H  -3.828  -0.588  2.965
H  -3.541  -1.487  0.866
H  -3.307  -2.994  1.621
H  -1.871  -2.040  1.320

Values from the calculation:
- energy above the lowest of the compared OMol25 structures with the same formula, charge and spin (eV) = 3.3064

Here are the Mulliken charges for atoms 1 to 2, given in e: -1.61 0.91

---

No. 2
The following is a DFT calculation (ωB97M-V/def2-TZVPD) of a cluster of 15 separate species, C45H105N15O15 in total at a distorted geometry.

Positions of all 180 atoms, in Å:
C  4.508  -1.184  2.404
O  4.535  -0.858  1.204
N  5.523  -1.202  3.289
C  5.336  -1.600  4.688
C  6.958  -0.983  2.852
H  3.551  -1.604  2.748
H  5.352  -0.782  5.408
H  6.219  -2.136  5.035
H  4.456  -2.225  4.838
H  7.087  -1.573  1.944
H  7.199  0.079  2.806
H  7.671  -1.504  3.491
C  -2.748  5.332  3.023
O  -3.131  4.674  2.054
N  -1.480  5.262  3.392
C  -1.094  6.013  4.554
C  -0.392  4.541  2.673
H  -3.449  5.750  3.762
H  -0.248  5.540  5.054
H  -1.931  6.253  5.210
H  -0.732  6.967  4.173
H  0.051  3.762  3.294
H  -0.724  4.048  1.758
H  0.410  5.248  2.461
C  7.021  0.532  -0.235
O  8.236  0.103  -0.195
N  6.650  1.790  0.324
C  5.202  2.023  0.530
C  7.591  2.605  1.028
H  6.167  -0.086  -0.555
H  4.629  1.375  -0.133
H  4.791  3.032  0.484
H  4.981  1.619  1.518
H  8.563  2.119  0.947
H  7.603  3.589  0.560
H  7.320  2.662  2.082
C  -1.334  -4.074  -0.877
O  -0.165  -3.738  -0.696
N  -1.760  -5.366  -0.921
C  -3.092  -5.680  -1.383
C  -0.853  -6.553  -0.740
H  -2.183  -3.387  -1.013
H  -3.677  -4.793  -1.625
H  -3.681  -6.299  -0.706
H  -3.041  -6.088  -2.392
H  -0.447  -6.809  -1.719
H  0.040  -6.303  -0.167
H  -1.326  -7.368  -0.191
C  4.058  -4.800  -3.053
O  5.025  -4.415  -3.739
N  3.940  -4.472  -1.771
C  2.886  -4.876  -0.810
C  4.986  -3.688  -1.074
H  3.152  -5.264  -3.473
H  3.203  -5.305  0.140
H  2.339  -5.641  -1.362
H  2.426  -3.912  -0.594
H  5.355  -4.201  -0.186
H  5.887  -3.446  -1.638
H  4.647  -2.674  -0.866
C  1.137  0.563  -4.438
O  1.222  -0.275  -5.298
N  0.299  1.660  -4.445
C  0.237  2.613  -3.311
C  -0.540  2.012  -5.527
H  1.920  0.686  -3.673
H  -0.792  2.536  -2.960
H  0.399  3.670  -3.519
H  0.989  2.363  -2.562
H  -0.283  3.017  -5.861
H  -0.314  1.372  -6.380
H  -1.621  2.058  -5.394
C  1.042  -3.473  2.570
O  2.128  -3.827  2.058
N  0.875  -3.547  3.913
C  -0.338  -3.084  4.656
C  1.969  -3.823  4.837
H  0.161  -3.142  1.999
H  -0.156  -2.315  5.406
H  -0.728  -3.977  5.146
H  -1.105  -2.700  3.983
H  2.178  -2.952  5.458
H  1.832  -4.733  5.421
H  2.906  -3.930  4.291
C  -0.766  -3.327  -5.955
O  -1.520  -3.514  -6.934
N  -0.269  -4.244  -5.168
C  0.401  -3.862  -3.953
C  -0.395  -5.719  -5.387
H  -0.579  -2.290  -5.638
H  0.033  -4.339  -3.044
H  0.355  -2.786  -3.780
H  1.431  -4.161  -4.145
H  -0.794  -6.220  -4.505
H  -0.991  -5.995  -6.256
H  0.608  -6.133  -5.496
C  0.576  5.413  -0.781
O  1.572  6.018  -0.394
N  -0.491  6.025  -1.433
C  -1.642  5.311  -1.893
C  -0.504  7.466  -1.883
H  0.441  4.342  -0.568
H  -2.594  5.558  -1.422
H  -1.615  4.223  -1.965
H  -1.731  5.512  -2.961
H  0.066  7.625  -2.799
H  -1.472  7.965  -1.921
H  -0.057  8.052  -1.080
C  -5.728  -4.000  0.196
O  -6.100  -3.400  -0.857
N  -4.823  -3.553  1.127
C  -4.764  -4.164  2.466
C  -4.051  -2.370  0.910
H  -6.156  -4.971  0.488
H  -5.554  -4.883  2.683
H  -4.916  -3.425  3.253
H  -3.773  -4.595  2.607
H  -4.475  -1.511  1.428
H  -3.063  -2.346  1.369
H  -3.783  -2.137  -0.120
C  -2.672  -1.065  -3.958
O  -2.593  -1.414  -2.798
N  -3.795  -0.757  -4.625
C  -3.883  -0.446  -6.022
C  -5.058  -0.841  -3.837
H  -1.753  -0.938  -4.551
H  -4.443  -1.233  -6.526
H  -2.915  -0.283  -6.496
H  -4.396  0.513  -6.099
H  -5.729  -0.025  -4.107
H  -5.524  -1.803  -4.053
H  -5.125  -0.845  -2.749
C  -3.575  2.722  -2.966
O  -3.412  2.925  -4.117
N  -4.567  3.154  -2.177
C  -4.533  2.853  -0.774
C  -5.600  4.134  -2.623
H  -2.951  1.951  -2.488
H  -3.739  2.162  -0.491
H  -5.365  2.182  -0.559
H  -4.428  3.727  -0.131
H  -5.545  4.309  -3.698
H  -6.584  3.807  -2.286
H  -5.349  5.113  -2.214
C  1.368  1.220  0.417
O  0.823  2.181  1.029
N  0.633  0.277  -0.199
C  -0.814  0.175  0.059
C  1.203  -0.900  -0.863
H  2.461  1.107  0.348
H  -1.209  0.088  -0.953
H  -1.319  1.024  0.522
H  -1.008  -0.828  0.438
H  0.541  -1.060  -1.714
H  2.259  -0.711  -1.055
H  1.299  -1.820  -0.286
C  -3.945  1.395  2.722
O  -3.597  0.462  2.016
N  -4.884  1.357  3.675
C  -5.100  2.543  4.469
C  -5.911  0.326  3.713
H  -3.502  2.398  2.617
H  -4.710  3.438  3.985
H  -4.497  2.358  5.358
H  -6.171  2.621  4.654
H  -6.173  0.056  4.736
H  -6.800  0.817  3.315
H  -5.718  -0.615  3.198
C  5.668  4.516  3.634
O  6.736  4.558  4.216
N  4.714  3.581  3.908
C  3.245  3.737  3.438
C  4.826  2.435  4.809
H  5.329  5.282  2.920
H  2.831  2.783  3.112
H  3.256  4.441  2.607
H  2.648  4.168  4.242
H  4.054  2.385  5.577
H  4.823  1.515  4.226
H  5.809  2.423  5.282

Values from the calculation:
- energy above the lowest of the compared OMol25 structures with the same formula, charge and spin (eV) = 13.1841

Here are the Mulliken charges for atoms 1 to 2, given in e: -0.09 -0.40

---

no.,orbital gap (eV)
1,8.4
2,8.5